No. 1
The following is a quantum chemistry calculation of CH11LiO5 as an isolated structure, from OMol25.

Structure (XYZ):
```
18
Properties=species:S:1:pos:R:3:lowdin_charge:R:1
Li 0.67111 0.69856 -0.22894 0.70
C 0.20911 -2.17744 -0.00894 -0.28
O 0.04311 -1.11544 -0.98594 -0.50
H 0.42311 -3.09244 -0.39494 0.03
H -0.65789 -2.15644 0.46506 -0.01
H 0.97411 -1.88944 0.77906 0.07
O -0.86289 1.83056 -1.07494 -0.09
H -1.63689 1.35356 -1.19694 -0.03
H -0.74389 1.95056 -2.07894 0.11
O -2.59889 -0.40944 -0.16394 -0.18
H -1.61689 -0.76544 -0.32694 0.03
H -3.37489 -0.79444 -0.68494 0.06
O 2.51511 1.55656 -0.21394 -0.06
H 3.16411 1.68756 -0.95794 0.10
H 2.97511 2.11056 0.35706 0.01
O 0.09611 0.60956 1.84506 -0.05
H -0.40789 0.04256 2.40106 0.04
H 0.82911 0.56056 2.47006 0.06
```

Output
total charge	0
ΔE to the lowest compared entry with this formula, charge and spin	0.289	eV
HOMO-LUMO gap	6.86	eV


No. 2
The following is a quantum chemistry calculation of a 4-piece molecular cluster, CH11N2O3 overall, from OMol25.

Structure (XYZ):
```
17
Properties=species:S:1:pos:R:3:lowdin_charge:R:1
N 0.75033 -0.18966 -0.32248 0.20
C 0.63846 0.83547 -1.11088 -0.17
N -0.52145 1.27299 -1.54918 0.19
H -0.07573 -0.74277 -0.10421 0.10
H 1.65752 -0.45950 0.03524 0.11
H 1.50992 1.47118 -1.24328 0.16
H -0.53053 2.05141 -2.18698 0.14
H -1.36614 0.84467 -1.18505 0.11
H 4.61835 -0.45972 -0.62380 0.06
H 4.28733 0.56323 0.42593 0.06
O 3.86445 -0.00060 -0.23377 -0.05
H -2.69454 -1.61871 -0.62684 0.08
H -2.42292 -0.71753 0.55911 0.03
O -2.03477 -1.00167 -0.28672 -0.05
H -1.95408 -0.87350 3.20485 0.07
H -3.29615 -0.70325 2.64731 0.06
O -2.43004 -0.27204 2.60073 -0.06
```

Output
total charge	+1
ΔE to the lowest compared entry with this formula, charge and spin	0.251	eV
HOMO-LUMO gap	12.33	eV


No. 3
The following is a quantum chemistry calculation of a 4-piece molecular cluster, CH11N3O3 overall, from OMol25.

Structure (XYZ):
```
18
Properties=species:S:1:pos:R:3:lowdin_charge:R:1
N -1.38747 2.37317 -0.73835 0.08
C -0.54557 1.24798 -0.53966 -0.54
N 0.76710 1.44131 -0.03132 0.10
N -0.92282 0.03043 -0.74390 0.06
H -1.59038 3.20943 -0.08392 0.13
H -2.33925 2.15600 -0.94914 0.06
H 1.12403 0.81001 0.72838 0.07
H 1.13402 2.33708 0.23070 0.07
H -1.95078 -0.01282 -0.86779 0.07
H 0.43286 -2.96625 -1.67995 0.06
H 0.36806 -1.34354 -1.46769 0.01
O 0.94594 -2.15873 -1.38088 -0.14
H -1.20238 -1.37094 2.71482 0.02
H -1.03984 -0.99970 1.19408 0.01
O -1.15871 -1.76206 1.83595 -0.09
H 3.22083 -0.82963 0.32280 0.12
H 1.83429 -1.51773 0.63349 0.05
O 2.31005 -0.64401 0.82240 -0.16
```

Output
total charge	0
ΔE to the lowest compared entry with this formula, charge and spin	1.371	eV
HOMO-LUMO gap	10.04	eV
SMILES	N=C(N)N.O.O.O


No. 4
The following is a quantum chemistry calculation of a 4-piece molecular cluster, CH11NO4 overall, from OMol25.

Structure (XYZ):
```
17
Properties=species:S:1:pos:R:3:lowdin_charge:R:1
N 1.32354 -2.56173 -1.04548 0.03
C 1.25622 -1.54717 -0.07935 -0.37
O -0.02182 -0.95975 -0.05960 -0.09
H 1.81202 -2.44979 -1.90771 0.07
H 1.16234 -3.51095 -0.76704 0.07
H 2.06510 -0.83293 -0.26768 0.12
H 1.50141 -1.98361 0.89384 0.12
H -0.08580 -0.45493 0.77059 0.06
H 0.54705 1.90492 2.27777 0.05
H -0.67364 1.62843 1.36926 0.00
O 0.16677 1.25915 1.67967 -0.06
H -0.03079 1.21955 -1.70214 0.06
H -0.91243 0.19902 -1.07590 0.02
O -0.94723 1.10489 -1.42919 -0.07
H -1.93444 1.88392 -0.05365 0.00
H -2.89813 2.92826 0.61525 0.05
O -2.33017 2.17271 0.78138 -0.06
```

Output
total charge	0
ΔE to the lowest compared entry with this formula, charge and spin	0.388	eV
HOMO-LUMO gap	10.24	eV
SMILES	NCO.O.O.O


No. 5
The following is a quantum chemistry calculation of a 5-piece molecular cluster, CH11NO5 overall, from OMol25.

Structure (XYZ):
```
18
Properties=species:S:1:pos:R:3:lowdin_charge:R:1
C -0.95073 2.03912 -0.21761 -0.42
N 0.02421 1.30177 0.31341 0.15
O -1.55843 1.76517 -1.23556 -0.01
H -1.15531 2.98729 0.30992 0.13
H 0.39596 1.52574 1.21892 0.08
H 0.46273 0.49249 -0.10269 0.07
H -0.61822 1.64434 3.58332 0.03
H -0.41032 0.33910 4.34866 0.04
O -0.01318 0.90325 3.67896 -0.06
H 1.53728 -1.07075 -1.12227 -0.01
H 2.70252 -1.55521 -0.25339 0.05
O 1.75536 -1.65989 -0.37758 -0.07
H -0.00810 -2.74182 -0.97502 0.03
H -1.53050 -2.82067 -0.78953 0.06
O -0.84972 -2.52622 -1.41280 -0.06
H -0.14462 0.54520 -2.41187 0.04
H -0.10812 -0.97153 -2.22672 0.02
O 0.46919 -0.19737 -2.32815 -0.07
```

Output
total charge	0
ΔE to the lowest compared entry with this formula, charge and spin	0.296	eV
HOMO-LUMO gap	10.50	eV
SMILES	NC=O.O.O.O.O


No. 6
The following is a quantum chemistry calculation of a 5-piece molecular cluster, CH11NO5 overall, from OMol25.

Structure (XYZ):
```
18
Properties=species:S:1:pos:R:3:lowdin_charge:R:1
C 1.06330 -0.14407 0.32581 -0.40
N 2.39008 0.22563 0.27584 0.09
O 0.21780 0.36767 1.02566 0.02
H 0.74442 -0.96712 -0.33552 0.11
H 2.80869 0.51743 -0.58620 0.08
H 2.79595 0.59433 1.11670 0.09
H 2.84059 -6.58995 -0.96734 0.03
H 2.44110 -5.47848 -1.88978 0.04
O 2.05085 -6.16752 -1.32605 -0.07
H -2.20366 -1.46044 -1.56821 0.04
H -1.32606 -1.54363 -2.79000 0.04
O -1.27858 -1.52657 -1.82839 -0.06
H -1.80415 4.48716 3.35580 0.04
H -0.64321 4.54051 2.44304 0.03
O -1.37140 5.09962 2.74116 -0.07
H -2.42500 2.64551 0.61708 0.02
H -3.02919 2.68082 -0.77303 0.04
O -3.27153 2.71911 0.16342 -0.06
```

Output
total charge	0
ΔE to the lowest compared entry with this formula, charge and spin	1.552	eV
HOMO-LUMO gap	10.62	eV
SMILES	NC=O.O.O.O.O


No. 7
The following is a quantum chemistry calculation of a 5-piece molecular cluster, CH11O4S overall, from OMol25.

Structure (XYZ):
```
17
Properties=species:S:1:pos:R:3:lowdin_charge:R:1
C -3.61298 0.90978 -1.07859 -0.71
S -2.91395 -0.75707 -1.30952 0.16
H -4.21481 0.99100 -0.16068 -0.02
H -2.84938 1.67876 -0.92004 -0.01
H -4.30312 1.21655 -1.84674 -0.03
H -1.66606 0.07523 1.37810 0.01
H -2.45631 -1.01111 2.00146 0.02
O -1.58515 -0.62602 2.03960 -0.09
H -0.70756 -0.33983 -1.00852 -0.09
H -0.17736 -1.06131 0.20390 0.00
O 0.14407 -0.51906 -0.52970 -0.16
H 5.81414 -1.47272 -0.72209 0.04
H 6.75505 -0.34814 -1.04777 0.03
O 6.75290 -1.25340 -0.71940 -0.07
H 1.86750 1.38158 1.79037 0.01
H 1.13560 0.43654 0.79813 -0.01
O 2.01741 0.69921 1.13149 -0.09
```

Output
total charge	-1
ΔE to the lowest compared entry with this formula, charge and spin	0.765	eV
HOMO-LUMO gap	6.17	eV


No. 8
The following is a quantum chemistry calculation of a 5-piece molecular cluster, CH11O5 overall, from OMol25.

Structure (XYZ):
```
17
Properties=species:S:1:pos:R:3:lowdin_charge:R:1
C -0.51528 2.24627 -0.38393 -0.16
O -0.50907 0.95082 -0.78170 -0.08
H 0.41250 2.66514 0.15383 0.12
H -0.67749 2.91287 -1.27660 0.13
H -1.31718 2.56285 0.26746 0.10
H -1.31080 -0.62249 -0.74447 -0.02
H -2.80623 -0.80509 -1.12673 0.03
O -2.07421 -1.21261 -0.65675 -0.06
H 0.93018 0.26321 -1.65833 0.00
H 0.82757 -0.60465 -2.75940 0.05
O 1.33201 -0.59518 -1.93041 -0.07
H 1.65180 -0.77960 0.59440 0.04
H 0.95708 0.48219 0.65371 -0.02
O 1.64571 0.02096 1.15210 -0.05
H 0.90972 -2.79297 3.46105 0.03
H 0.40793 -2.06075 2.12653 0.04
O 0.13576 -2.63097 2.90923 -0.09
```

Output
total charge	0
ΔE to the lowest compared entry with this formula, charge and spin	0.520	eV
HOMO-LUMO gap (spin up / spin down)	11.19 / 7.37	eV
<S²>	0.754
multiplicity	2